Version w
Computed, not measured: 2 unconnected molecules or ions with the total composition C3H10N4O, with the ωB97M-V functional and the def2-TZVPD basis.

Structure (XYZ):
```
18
Properties=species:S:1:pos:R:3
C -0.83652 -1.27701 1.35602
N 2.31532 0.14175 -0.38600
N 2.94751 0.20286 0.68895
H 3.70497 -0.48990 0.74185
H -0.84814 -0.31351 1.87656
H 0.20858 -1.55497 1.18701
H -1.27709 -2.03969 2.00628
C 0.82114 1.31811 -1.86474
N -1.54456 -1.23616 0.07750
C 1.28688 1.06543 -0.45621
N -2.77316 -0.49185 0.20534
O 0.75160 1.64607 0.49152
H -0.94169 -0.83142 -0.64094
H -2.61010 0.51218 0.32679
H -3.31556 -0.79174 1.02045
H 1.22690 0.56820 -2.54993
H 1.15412 2.30987 -2.17964
H -0.27021 1.26180 -1.90082
```

Results
2S+1: 1
LUMO level: -1.2 eV
highest occupied orbital energy: -8.49 eV
charge: 0
SMILES: [H]/N=N/C(C)=O.CNN
frontier orbital gap: 7.28 eV

Atom charges from the natural (NBO) analysis, given in e for atoms 1 to 6: number 1, C, carries -0.43; number 2, N, carries -0.24; number 3, N, carries -0.21; number 4, H, carries 0.32; number 5, H, carries 0.18; number 6, H, carries 0.19

=====

Version x
Computed, not measured: a molecular structure, C3H10N4O, with the ωB97M-V functional and the def2-TZVPD basis.

Structure (XYZ):
```
18
Properties=species:S:1:pos:R:3
C 1.92887 0.06932 0.36980
C 0.85030 -0.85378 -0.36358
C -1.07037 0.49548 0.37164
H 1.32454 0.22447 1.56120
H 3.02987 -0.83797 0.47116
H 2.14603 1.16005 -0.32645
H 0.78372 -0.64957 -1.28138
H 1.51801 -1.83903 -0.57011
H -0.16593 -1.11454 1.16281
H -2.17907 1.69471 -1.09310
H -0.05498 0.37131 -2.64768
H -1.15850 -1.14778 -2.00568
H -1.19721 0.78259 3.35621
N -0.37746 -0.67217 0.33492
N -1.48259 1.02402 -0.88851
N -1.14483 0.15126 -2.18864
N -1.71736 1.00206 1.30516
O -1.03304 0.13958 2.43224
```

Results
2S+1: 1
LUMO level: 0.4 eV
highest occupied orbital energy: -8.62 eV
charge: 0
frontier orbital gap: 9.03 eV

Atom charges from the natural (NBO) analysis, given in e for atoms 1 to 6: number 1, C, carries -0.67; number 2, C, carries -0.25; number 3, C, carries 0.52; number 4, H, carries 0.25; number 5, H, carries 0.20; number 6, H, carries 0.24

=====

Quick look at relative energies in hartree: version w 0.0000; version x 0.2635.